1.
The following is a DFT calculation (ωB97M-V with the def2-TZVPD basis set) of a cluster of 4 separate species, C35H80BN5O13S in total.

Last column: Löwdin charge in e.
CARTESIAN COORDINATES (ANGSTROEM)
O1 -4.055 -3.743 4.106  0.1003
H1 1.129 3.384 -1.742  0.1186
N1 -4.313 -3.962 1.828  -0.0726
H2 2.775 3.585 -2.348  0.1121
H3 -5.247 -1.876 -1.742  0.1043
H4 -9.087 2.458 -2.643  0.0880
C1 4.334 -2.878 1.545  -0.2884
H5 2.019 6.758 -3.539  0.0872
C2 6.815 1.889 -2.711  -0.2162
H6 -7.655 -3.086 1.729  0.0757
C3 4.209 5.054 1.193  -0.1998
H7 -4.106 -1.109 -2.837  0.1134
O2 1.638 5.318 -2.172  -0.1919
H8 -4.961 -6.120 4.318  0.0859
H9 -4.840 1.064 -3.928  0.1236
H10 -1.419 -2.283 -2.037  0.1196
C4 2.012 4.027 -1.701  -0.2119
H11 6.362 -2.540 2.194  0.0639
C5 -1.303 1.454 5.237  -0.4488
N2 3.768 4.780 -0.169  -0.0488
N3 5.499 1.268 -2.676  -0.0420
H12 2.163 -1.320 0.496  0.1130
C6 7.606 1.411 -3.908  -0.2182
N4 3.009 -3.093 2.134  -0.0457
O3 1.428 0.768 -0.498  0.0632
H13 7.771 -1.813 -4.553  0.0875
H14 -2.377 -0.248 3.219  0.1232
H15 7.032 1.564 -4.827  0.1213
H16 -1.738 1.218 7.332  0.0826
H17 5.382 -3.442 3.347  0.0746
H18 0.151 -0.117 4.915  0.1281
H19 -5.386 -2.087 -4.791  0.1114
H20 2.090 -5.664 2.692  -0.1362
S1 2.187 -5.612 1.356  0.8036
H21 -5.959 -4.623 0.667  0.1137
C7 3.373 6.014 2.031  -0.2268
H22 3.708 5.653 -0.678  0.0768
H23 -1.439 -0.682 5.428  0.1345
H24 1.527 -1.950 -1.679  0.1115
H25 3.734 1.121 -1.605  0.1047
C8 -7.822 -2.473 -4.198  -0.1004
H26 -0.764 2.184 4.625  0.1431
B1 -0.080 -2.523 -0.648  -0.5790
H27 6.273 1.356 0.085  0.1151
H28 4.653 -3.754 0.960  0.1110
H29 2.337 5.669 2.140  0.1104
H30 -3.675 -2.011 2.392  0.1228
H31 -6.944 -0.463 -2.608  0.0752
H32 1.698 4.584 0.319  0.1115
H33 -0.895 0.574 2.700  0.1229
H34 4.277 4.101 1.730  0.1151
H35 7.414 1.677 -1.813  0.1098
H36 -5.469 -6.180 2.607  0.0778
H37 6.499 -2.030 -0.009  0.0720
C9 -4.335 -4.434 3.164  -0.5261
H38 7.570 -0.504 -5.734  0.0873
H39 -10.010 1.059 -3.223  0.0879
H40 -7.077 -4.334 2.820  0.0704
H41 2.777 7.510 -0.431  0.0724
O4 -6.718 -3.105 -3.581  -0.1775
C10 2.417 7.672 0.590  -0.1014
H42 2.500 5.128 -4.053  0.0882
C11 -0.961 1.672 6.708  -0.0497
O5 -8.177 1.234 -4.055  -0.1967
H43 4.621 2.619 -1.355  0.0945
C12 -5.665 -3.751 1.262  -0.2080
O6 -2.688 1.702 4.996  -0.0424
C13 -4.669 -5.895 3.293  0.0104
C14 -3.431 -2.801 1.667  -0.1679
C15 -1.059 -1.943 1.685  -0.2677
O7 0.963 -2.721 -1.545  0.1675
C16 4.735 1.536 -1.461  -0.2024
H44 -5.985 0.068 -4.840  0.1093
H45 -4.714 -3.262 -3.666  0.1208
H46 -6.789 2.316 -2.956  0.1225
H47 6.692 2.974 -2.774  0.1249
C17 -5.466 -2.475 -3.768  -0.2250
H48 5.156 -1.684 3.160  0.0802
C18 -0.924 0.048 4.790  -0.1305
O8 -0.724 -1.476 2.987  -0.0961
H49 3.807 6.040 3.034  0.1211
H50 5.611 0.268 -2.785  0.0731
C19 -1.288 -0.229 3.345  -0.2021
H51 -5.580 -2.920 0.561  0.0955
C20 2.091 -3.786 1.275  -0.7288
H52 -8.550 -3.248 -4.438  0.0877
H53 -3.771 -6.465 3.042  0.0925
C21 5.268 0.983 -0.147  -0.1983
C22 7.352 -0.820 -4.708  -0.1208
C23 1.210 -1.073 0.974  -0.0577
C24 2.487 4.092 -0.267  -0.2155
H54 -7.530 -1.967 -5.123  0.0892
H55 6.265 -0.871 -4.586  0.0812
H56 1.502 7.090 0.730  0.0888
H57 -8.307 -1.744 -3.542  0.0727
C25 -1.964 -3.176 1.815  -0.0877
H58 6.288 -1.350 -1.627  0.0799
H59 -3.192 1.046 5.496  0.0949
C26 -9.019 1.405 -2.935  -0.1186
H60 3.125 -3.609 3.000  0.0998
H61 4.288 -2.024 0.860  0.0818
H62 3.484 6.010 -2.867  0.0811
C27 2.459 5.819 -3.205  -0.1189
H63 2.366 -3.576 0.235  0.1030
H64 -0.904 2.732 6.959  0.0780
O9 -1.364 -2.533 -1.105  0.2028
C28 -6.774 -3.443 2.267  -0.0771
O10 7.957 0.039 -3.766  -0.1971
H65 2.182 8.730 0.701  0.0873
O11 0.761 -3.428 1.551  -0.0915
O12 5.243 -0.435 -0.061  -0.2149
C29 0.728 0.155 0.258  -0.2246
H66 -6.658 2.430 -4.720  0.1217
C30 -5.845 0.630 -3.905  -0.2179
C31 -5.155 -1.407 -2.726  -0.2007
H67 -6.474 -2.672 2.980  0.0815
C32 0.230 -2.258 0.910  -0.2872
O13 3.391 7.349 1.563  -0.1780
H68 8.531 1.989 -3.981  0.1211
C33 -6.862 1.749 -3.889  -0.2180
H69 -1.779 -3.578 2.813  0.1297
N5 -5.972 -0.202 -2.718  -0.0473
C34 5.364 -2.615 2.630  -0.0821
H70 -3.587 -2.389 0.667  0.1149
H71 4.607 1.340 0.648  0.1173
H72 -8.680 0.828 -2.068  0.0818
H73 5.222 5.461 1.139  0.1190
H74 -1.612 -1.156 1.154  0.1449
H75 7.289 -0.498 -0.434  0.0957
H76 2.602 3.073 0.115  0.0998
H77 -0.312 0.494 0.422  0.1337
H78 -0.014 1.193 6.967  0.0791
C35 6.385 -1.099 -0.566  -0.0884
H79 -1.709 -3.955 1.094  0.1278
H80 1.432 -0.824 2.019  0.1473

- SMILES: CCN[C@@H](S)O[C@@](CC=O)(B(O)O)[C@@H](CCN(CC)C(C)=O)OCC[C@H](C)O.COCCNCCOC.COCCNCCOC.COCCNCCOC

=====

2.
The following is a DFT calculation (ωB97M-V with the def2-TZVPD basis set) of a cluster of 2 separate species, C8H14O2 in total.

Last column: Löwdin charge in e.
CARTESIAN COORDINATES (ANGSTROEM)
H1 -3.601 1.462 1.176  0.0852
H2 -0.942 -1.090 -1.038  0.0678
H3 -1.870 1.824 -1.392  0.0882
H4 -1.420 2.386 0.221  0.0899
C1 2.680 -0.590 -0.094  -0.2043
H5 -4.029 -0.224 0.910  0.0858
H6 -0.340 1.311 -0.675  0.0664
C2 -1.333 -0.048 1.401  -0.2354
C3 5.132 -0.698 -0.422  -0.0999
C4 3.867 -0.730 0.393  -0.1511
H7 3.965 -0.881 1.456  0.1115
C5 -1.984 -0.863 -0.823  -0.0420
H8 -0.276 -0.317 1.205  0.1183
C6 -2.085 0.322 0.144  -0.5856
H9 -4.080 0.919 -0.439  0.0838
C7 -3.543 0.641 0.465  -0.0505
O1 -1.778 -0.067 2.515  0.0751
H10 5.668 -1.640 -0.318  0.0712
H11 5.781 0.105 -0.074  0.0712
H12 4.908 -0.537 -1.473  0.0753
O2 1.602 -0.459 -0.524  0.1431
H13 -2.452 -1.748 -0.396  0.0895
C8 -1.381 1.541 -0.463  -0.0415
H14 -2.487 -0.622 -1.756  0.0881

- Energy relative to the best compared isomer or geometry (same formula, charge and spin): 1.213 eV
- SMILES: CC(C)(C)C=O.CC=C=O

=====

3.
The following is a DFT calculation (ωB97M-V with the def2-TZVPD basis set) of a cluster of 4 separate species, C24H33N4S in total.

Last column: Löwdin charge in e.
CARTESIAN COORDINATES (ANGSTROEM)
H1 -1.484 3.670 -0.396  0.1054
C1 0.956 0.404 -1.520  -0.0296
C2 0.452 -0.018 -4.377  -0.0234
C3 -5.398 0.258 -1.905  -0.1532
H2 -0.535 -3.593 3.045  0.0970
H3 1.299 -2.612 -2.461  0.1149
C4 -6.471 0.752 -2.612  -0.1100
H4 -1.648 0.819 -5.237  0.0958
H5 -4.686 -0.910 -4.858  0.1035
H6 4.222 -2.869 0.442  0.0381
H7 4.481 -3.245 -2.357  0.1224
H8 -7.274 1.353 -2.206  0.0951
C5 3.039 0.962 5.861  -0.1047
C6 -0.512 1.187 -1.408  -0.0563
C7 2.359 -2.600 -3.005  -0.2500
H9 2.174 -3.086 -4.061  0.1364
H10 -2.823 3.429 1.716  0.1007
N1 1.852 -3.988 0.470  -0.1984
H11 -0.891 1.613 -0.382  0.0697
H12 -3.754 -0.933 -2.526  0.1359
N2 -4.610 -0.453 -2.772  -0.0127
H13 1.540 -0.996 1.492  0.0809
C8 -2.069 5.492 2.167  -0.1129
N3 2.840 -1.241 5.636  -0.0184
C9 3.375 -3.451 -2.035  -0.3354
C10 -5.163 -0.411 -4.026  -0.1489
C11 -6.322 0.328 -3.955  -0.1092
H14 3.272 -0.818 -4.230  0.1240
H15 -0.269 5.859 -0.593  0.1072
C12 -2.248 4.313 1.478  -0.1503
H16 3.591 -0.654 -2.380  0.1066
C13 1.133 -3.335 1.466  -0.3130
N4 -1.533 4.392 0.311  -0.0078
H17 -6.989 0.541 -4.781  0.0951
H18 2.793 2.006 6.002  0.0979
H19 -0.863 7.303 1.638  0.0947
C14 -0.274 -4.036 1.975  -0.0425
H20 4.902 -1.737 5.369  0.1033
C15 2.789 -0.995 -3.163  -0.1883
C16 -1.430 1.332 -2.779  -0.0645
H21 -1.137 -3.860 1.182  0.1167
H22 -2.490 1.857 -2.729  0.0897
H23 5.265 0.950 5.622  0.0964
C17 1.629 -1.940 2.187  -0.0848
C18 1.352 -0.160 -3.014  -0.1699
H24 0.873 -1.758 3.091  0.0992
H25 3.066 -4.590 -2.138  0.1233
H26 2.739 -2.093 2.593  0.1028
H27 2.435 -2.166 5.572  0.1401
C19 4.328 0.411 5.663  -0.1072
H28 -2.508 5.736 3.126  0.0935
C20 -0.991 0.751 -4.267  -0.0413
C21 -1.211 6.308 1.392  -0.1101
S1 3.001 -2.865 -0.259  1.0007
C22 -0.893 5.603 0.253  -0.1380
H29 1.631 0.253 -0.547  0.0769
H30 1.064 -0.097 5.958  0.1055
H31 -5.129 0.350 -0.861  0.1016
C23 2.140 -0.081 5.843  -0.1491
H32 -0.024 -5.184 2.131  0.1086
H33 0.861 -0.505 -5.372  0.1029
C24 4.176 -0.951 5.531  -0.1528

- Energy relative to the best compared isomer or geometry (same formula, charge and spin): 12.391 eV
- Total charge: +1

=====

Number 1: energy -3056.42733 hartree, strongest force on any atom 0.979 eV/Å. Number 2: energy -463.66130 hartree, strongest force on any atom 1.256 eV/Å. Number 3: energy -1550.78407 hartree, strongest force on any atom 4.985 eV/Å.